{
  "formula": "C33H89FNO20",
  "method": "wB97M-V/def2-TZVPD",
  "lumo_ha": -0.1317,
  "fmax_ev_per_a": 1.5,
  "e_above_lowest_kj_mol": 43.2,
  "total_charge": 1,
  "homo_lumo_gap_ev": 7.55,
  "symbols": ["C", "C", "C", "C", "C", "C", "C", "C", "F", "N", "C", "C", "O", "C", "C", "C", "C", "C", "O", "O", "C", "H", "H", "H", "H", "H", "H", "H", "H", "H", "H", "H", "H", "H", "H", "H", "H", "H", "H", "H", "H", "H", "C", "O", "H", "H", "H", "H", "C", "O", "H", "H", "H", "H", "C", "O", "H", "H", "H", "H", "C", "O", "H", "H", "H", "H", "C", "O", "H", "H", "H", "H", "C", "O", "H", "H", "H", "H", "C", "O", "H", "H", "H", "H", "C", "O", "H", "H", "H", "H", "C", "O", "H", "H", "H", "H", "C", "O", "H", "H", "H", "H", "C", "O", "H", "H", "H", "H", "C", "O", "H", "H", "H", "H", "C", "O", "H", "H", "H", "H", "C", "O", "H", "H", "H", "H", "C", "O", "H", "H", "H", "H", "C", "O", "H", "H", "H", "H", "C", "O", "H", "H", "H", "H"],
  "xyz": [[5.534, 1.492, 3.485], [5.149, 1.982, 2.131], [5.832, 1.621, 0.972], [5.433, 2.098, -0.275], [4.318, 2.929, -0.394], [3.604, 3.277, 0.756], [2.346, 4.118, 0.633], [1.142, 3.207, 0.372], [1.135, 2.953, -0.969], [1.296, 1.942, 1.133], [0.671, 1.961, 2.239], [-0.090, 3.280, 2.360], [0.589, 4.220, 3.134], [-0.238, 3.636, 0.877], [-1.306, 2.742, 0.205], [-2.668, 2.827, 0.911], [-3.291, 1.474, 1.228], [-2.299, 0.659, 2.003], [-2.131, 0.797, 3.176], [-1.532, -0.202, 1.332], [4.038, 2.823, 2.001], [4.786, 0.770, 3.807], [5.525, 2.292, 4.219], [6.480, 0.967, 3.477], [6.694, 0.974, 1.028], [5.963, 1.820, -1.173], [3.994, 3.303, -1.353], [2.233, 4.699, 1.542], [2.473, 4.792, -0.203], [1.880, 1.161, 0.842], [0.668, 1.162, 2.963], [-1.027, 3.033, 2.859], [0.027, 4.519, 3.859], [-0.540, 4.653, 0.664], [-1.372, 3.061, -0.828], [-0.972, 1.710, 0.176], [-3.353, 3.363, 0.261], [-2.607, 3.426, 1.813], [-3.620, 0.959, 0.328], [-4.150, 1.637, 1.866], [-1.854, -0.308, 0.423], [3.493, 3.095, 2.899], [3.404, -1.583, 2.033], [4.761, -1.154, 1.971], [2.784, -0.689, 2.139], [3.121, -2.113, 1.122], [3.238, -2.236, 2.890], [5.300, -1.945, 1.879], [-1.419, -2.453, -2.192], [-1.508, -1.150, -1.592], [-2.345, -2.976, -1.974], [-1.301, -2.372, -3.272], [-0.582, -3.014, -1.771], [-0.687, -0.690, -1.786], [-5.427, 3.308, 4.228], [-4.071, 3.726, 4.067], [-6.036, 4.197, 4.368], [-5.770, 2.780, 3.334], [-5.534, 2.662, 5.102], [-3.546, 2.926, 3.950], [1.590, -5.263, 2.378], [2.961, -4.878, 2.319], [0.988, -4.362, 2.486], [1.302, -5.783, 1.463], [1.414, -5.913, 3.238], [3.474, -5.688, 2.228], [0.933, -7.902, -1.229], [1.704, -7.745, -0.037], [0.196, -7.101, -1.254], [1.571, -7.837, -2.108], [0.415, -8.863, -1.231], [2.350, -8.456, -0.022], [-1.173, -1.905, -6.526], [-2.219, -2.214, -5.596], [-0.283, -1.671, -5.950], [-0.969, -2.758, -7.177], [-1.442, -1.035, -7.125], [-3.011, -2.420, -6.100], [3.192, -8.704, -4.514], [2.722, -9.512, -3.442], [2.722, -7.724, -4.439], [4.274, -8.591, -4.453], [2.931, -9.147, -5.477], [3.154, -10.368, -3.535], [6.144, -11.072, -5.923], [5.588, -10.728, -4.652], [5.333, -11.423, -6.553], [6.600, -10.199, -6.389], [6.887, -11.866, -5.816], [6.304, -10.416, -4.093], [-1.561, 1.463, -3.793], [-1.560, 0.558, -4.884], [-0.880, 2.277, -4.034], [-2.562, 1.873, -3.629], [-1.218, 0.973, -2.882], [-2.162, -0.170, -4.684], [-8.322, 3.848, 1.378], [-7.199, 4.079, 0.517], [-8.806, 2.928, 1.067], [-7.991, 3.747, 2.416], [-9.034, 4.669, 1.299], [-6.791, 4.902, 0.803], [1.124, 6.916, 5.088], [-0.229, 6.795, 4.643], [1.736, 6.346, 4.392], [1.463, 7.954, 5.085], [1.240, 6.497, 6.090], [-0.790, 7.289, 5.247], [6.866, 5.495, 4.072], [5.940, 4.995, 5.038], [6.863, 4.816, 3.223], [6.567, 6.492, 3.738], [7.872, 5.537, 4.494], [5.955, 5.598, 5.786], [4.495, -9.169, 1.769], [4.475, -7.885, 2.391], [3.483, -9.566, 1.780], [4.840, -9.090, 0.734], [5.146, -9.849, 2.321], [5.375, -7.548, 2.381], [-11.546, 3.246, 3.239], [-11.369, 3.209, 1.826], [-10.611, 3.588, 3.677], [-12.341, 3.941, 3.519], [-11.779, 2.253, 3.633], [-12.194, 2.909, 1.435], [6.192, -7.882, -8.423], [5.280, -8.299, -7.410], [6.064, -8.549, -9.272], [5.984, -6.858, -8.745], [7.226, -7.947, -8.075], [5.389, -7.710, -6.658], [-8.302, 7.521, 0.101], [-9.475, 7.343, 0.896], [-7.459, 7.663, 0.772], [-8.121, 6.640, -0.518], [-8.401, 8.402, -0.539], [-10.218, 7.215, 0.301], [-5.156, 7.626, -2.435], [-5.498, 6.800, -1.324], [-5.659, 8.579, -2.301], [-4.077, 7.800, -2.480], [-5.490, 7.178, -3.374], [-5.058, 5.954, -1.439]],
  "mulliken_charge": [-1.57, 0.67, -0.82, -0.84, -0.59, -0.10, -1.62, 0.81, -0.42, 0.47, -0.90, 0.03, -0.32, -0.68, 0.13, -0.81, -0.45, 0.27, -0.57, -0.34, 0.27, 0.27, 0.35, 0.40, 0.49, 0.40, 0.50, 0.40, 0.59, 0.37, 0.54, 0.44, 0.41, 0.59, 0.58, -0.21, 0.41, 0.27, 0.38, 0.12, 0.35, 0.72, -0.30, -0.43, -0.15, 0.31, 0.30, 0.26, -0.56, -0.40, 0.25, 0.09, 0.33, 0.16, -0.48, -0.46, 0.25, 0.14, 0.30, 0.22, -0.38, -0.46, 0.21, 0.10, 0.28, 0.26, -0.35, -0.41, 0.24, 0.04, 0.26, 0.21, -0.55, -0.50, 0.23, 0.30, 0.28, 0.27, -0.54, -0.51, 0.33, 0.15, 0.30, 0.28, -0.45, -0.45, 0.22, 0.14, 0.31, 0.26, -0.17, -0.48, 0.29, 0.28, -0.14, 0.27, -0.43, -0.49, 0.29, 0.09, 0.25, 0.26, -0.45, -0.48, 0.09, 0.31, 0.29, 0.28, -0.53, -0.48, 0.16, 0.27, 0.32, 0.28, -0.57, -0.46, 0.20, 0.25, 0.31, 0.27, -0.52, -0.47, 0.19, 0.27, 0.28, 0.27, -0.65, -0.42, 0.23, 0.28, 0.28, 0.27, -0.58, -0.54, 0.23, 0.28, 0.31, 0.29, -0.60, -0.40, 0.20, 0.26, 0.31, 0.25]
}